94
Properties=species:S:1:pos:R:3:lowdin_charge:R:1 method="wB97M-V/def2-TZVPD" de_lowest_kcal_mol=56.07 total_energy_ha=-4570.25827 charge=0 homo_lumo_gap_ev=9.87 smiles="C#C[C@]1(B(N)O)[C@@H](Br)[C@H](C[C@@H](C)F)[C@@H](N)OS1(=O)=O.CCCCCC.CCCCCC.CCCCCC" multiplicity=1
H -5.1450 -10.4089 0.4045 0.10
H -3.8505 -8.4702 -0.5042 0.09
B -1.5521 6.4337 -0.0284 -0.56
H 4.0797 5.1133 -3.2188 0.07
C -3.2670 -8.6009 1.5709 -0.22
H 1.5600 1.2664 -1.2194 0.08
C 5.0354 6.0058 -1.4996 -0.26
H -2.3498 -9.3241 -0.2298 0.11
H -5.7480 -7.6908 0.5345 0.07
H -2.8952 -3.0707 0.3000 0.10
H -3.9248 -5.4102 -2.5984 0.07
H 6.0084 5.5599 -1.7326 0.10
H -0.5298 -4.9861 -0.0095 0.10
H 0.6421 -3.3837 -1.1731 0.07
H 7.7747 8.8216 -2.6823 0.10
O 2.0800 5.8569 0.6100 -0.29
C -1.8213 -3.2712 0.2334 -0.22
H -2.0884 -5.3508 0.6914 0.10
H -0.1251 -0.9927 2.3287 0.08
H 1.7271 3.3456 0.9047 0.16
C -0.1854 2.5959 -0.1516 -0.27
H -1.4153 -3.0665 1.2309 0.10
H 3.2064 6.4976 -2.5491 0.05
C -0.2694 5.4480 1.9726 -0.12
H 9.3116 7.4823 -1.2982 0.07
H -4.1449 -5.6306 -0.8573 0.06
H -3.9947 -12.5759 0.7360 0.07
C 0.3182 -2.3957 -0.8385 -0.11
H -3.9233 -4.0066 -1.5328 0.07
C -4.1098 -10.5245 0.0682 -0.27
H 4.6695 6.7485 -3.5151 0.07
H 0.7126 -1.6626 -1.5469 0.07
H 0.7676 -2.2000 0.1395 0.06
H -2.7216 -7.6525 1.5109 0.09
C -1.1801 3.7510 0.3226 -0.53
C -0.5436 5.2105 0.4296 -0.31
N 2.1537 1.8132 -0.5843 0.08
C -3.3651 -9.1919 0.1607 -0.23
H 5.3677 8.6847 -2.4876 0.10
H -1.8449 -6.2607 -1.5893 0.10
C -3.6106 -5.0502 -1.6149 -0.10
C -5.4842 -7.3497 1.5382 -0.11
O 1.1008 6.4738 -1.4526 -0.28
C -0.2185 5.5894 3.1910 0.12
H -1.5911 -4.6608 -2.2530 0.10
H -1.4674 -1.2760 -0.4683 0.08
H 2.4805 1.2537 0.2067 0.08
H 4.5415 5.3160 -0.8078 0.09
H 0.1703 0.3559 0.1715 0.09
H 6.0359 9.3236 -1.0046 0.11
H -2.6830 6.7968 1.7094 0.07
H 4.2324 7.7474 -0.5280 0.11
C 5.9628 8.4129 -1.6093 -0.23
C -1.1995 -2.2946 -0.7659 -0.26
H 7.3166 7.1324 -2.7222 0.10
H -4.4115 -7.9869 3.2780 0.11
H -3.3973 -11.4181 1.9226 0.07
Br -2.7810 3.6468 -0.8675 0.78
H -6.4168 -7.1925 2.0871 0.07
H 8.4231 8.6249 -0.2814 0.07
C 7.3645 8.0106 -2.0712 -0.28
C 5.2175 7.3503 -0.7950 -0.22
C -1.5974 -4.7530 -0.0841 -0.22
H -2.4183 -11.8091 0.4987 0.08
O -1.8577 6.7433 -1.3821 0.07
O 1.6290 4.0302 -1.1244 -0.18
H -2.7842 6.5083 -1.5911 0.09
H -2.6570 -9.2567 2.2011 0.10
H -1.3633 1.1233 2.6021 0.15
C -4.6077 -8.3588 2.2670 -0.27
H 5.7403 7.1837 0.1522 0.10
H -4.9767 -6.3843 1.4524 0.06
C 1.3740 2.9893 -0.1111 -0.35
S 1.0910 5.4307 -0.4136 0.75
H -0.2862 5.3054 4.2785 0.08
H -5.1529 -9.2996 2.3888 0.10
F 0.2485 2.4084 2.6753 -0.05
H -1.5586 0.8605 0.3143 0.12
H 1.5271 -0.1280 2.3147 0.08
H -0.4167 2.4181 -1.2588 0.13
C -0.4951 1.1964 0.5618 -0.11
C -3.4386 -11.6433 0.8542 -0.11
C -2.1044 -5.2055 -1.4546 -0.26
C -0.3202 1.2125 2.1412 -0.32
H -4.1623 -10.8203 -0.9846 0.11
H -1.5595 3.4852 1.3589 0.11
H -1.4317 7.9099 1.4158 0.09
H 0.4195 -0.0254 3.8228 0.09
C 4.1995 6.1020 -2.7691 -0.10
H -1.6260 -2.4429 -1.7627 0.10
N -2.1800 7.3385 0.9993 0.13
C 8.3197 7.7405 -0.9164 -0.12
C 0.4610 -0.0807 2.6836 -0.04
H 7.9811 6.9083 -0.2953 0.06

***

101
Properties=species:S:1:pos:R:3:lowdin_charge:R:1 method="wB97M-V/def2-TZVPD" de_lowest_kcal_mol=338.16 total_energy_ha=-2918.55864 charge=0 homo_lumo_gap_ev=7.36 multiplicity=1
N 0.8349 0.8170 -2.3478 -0.11
H 2.3693 0.9485 5.9924 0.12
C -3.8825 -0.8291 0.1602 -0.09
C 0.5473 2.2856 -4.2956 -0.11
N 0.9131 0.3356 2.3890 -0.02
O -2.2992 3.2534 -0.5055 -0.19
H 1.2032 2.3804 0.7973 -0.03
C 2.2397 2.7842 -2.5860 -0.14
C -2.9335 -1.0256 -1.0908 -0.41
H -2.3582 1.1220 -0.8652 0.02
H -2.3298 -1.7669 2.2470 0.07
O -1.1690 2.4202 2.5807 -0.21
H 1.4130 -2.3807 2.0842 0.05
H 0.2769 2.3560 -5.3492 0.12
N -0.9227 1.0421 0.4116 -0.21
H 3.0756 2.2650 4.2640 0.12
H -4.4745 -2.9094 0.3537 0.09
C -2.1146 -4.1543 -0.2359 -0.01
H 3.0840 2.2058 -0.2569 0.13
H 2.1258 3.4973 1.9137 0.12
H 3.1913 -0.0122 4.7674 0.11
C 1.3950 2.6936 1.8236 -0.06
O 0.8720 -0.1408 1.1098 -0.10
C 1.5338 -2.0130 3.1032 -0.01
C 2.1367 1.4000 -2.0904 -0.44
C 1.0120 -0.2690 -4.6192 0.01
H 1.5036 -2.8906 3.7490 0.10
O 0.6941 -0.4121 -1.7854 -0.07
H -1.8977 -4.1944 -1.3034 0.07
H 0.4383 3.0353 2.2187 0.05
H -0.0507 3.0708 -3.8331 0.12
S -1.7880 1.5293 1.6345 0.60
H 2.7227 2.2560 -4.6606 0.10
C 2.2798 0.5450 4.9838 -0.19
H 4.2513 1.0366 -2.0801 0.10
H 1.3744 2.5215 4.3076 0.12
C -2.6279 0.3667 -1.6034 -0.09
H 1.7580 -0.4979 1.0145 0.10
H 0.4661 -0.6233 -5.4936 0.09
H 0.2091 0.4213 5.1795 0.13
O -3.2378 1.5605 1.4591 -0.23
H -3.5493 -0.0709 0.8689 0.06
C -0.7516 -1.0658 3.4238 -0.11
H -1.3556 -0.5216 -3.4509 0.08
H -4.5324 -1.3983 -2.6045 0.09
H -1.3672 -0.2160 3.7188 0.10
C 3.3631 0.5999 -2.5368 -0.01
H 4.0658 1.8326 1.9009 0.10
C -0.3334 -3.0342 1.1278 -0.06
C 2.1246 1.7598 4.0954 -0.11
O -0.6949 -1.7515 -1.4144 -0.05
H -1.0170 -1.8375 4.1464 0.12
H 2.0332 3.8195 -4.5282 0.11
O 0.2283 3.3607 -0.2280 -0.27
S -1.0256 2.5824 -0.2899 0.74
H 3.5391 0.4475 -3.6016 0.07
C 1.9408 1.4208 2.5634 -0.36
H -1.7251 1.1104 -2.9742 0.05
C -4.0592 -2.1438 1.0091 -0.14
H 1.3349 1.7998 -0.0515 0.01
H 3.2546 0.6059 0.8725 0.04
C 0.7401 -0.7405 3.4421 -0.40
H 0.4958 -3.0439 0.4205 0.08
H -1.1856 -1.2903 2.4495 0.03
H -4.8789 -0.5687 -0.1970 0.12
H -1.6425 0.8563 -4.6319 0.12
H -0.3561 -3.8372 1.8645 0.11
H -1.9237 0.2141 -2.4213 -0.03
C 0.3511 0.8350 -3.7179 -0.39
F -1.5864 0.1440 2.3631 -0.30
H -3.7776 -2.8603 -2.0793 0.07
F -0.7949 1.9503 -1.7768 -0.26
H 2.5255 0.5099 -0.1430 0.05
C 1.0083 -0.2343 4.8339 -0.14
H 1.0813 -1.0713 5.5282 0.13
C -1.7050 -2.8073 0.4472 -0.41
H -3.5706 0.7607 -1.9831 0.14
C -1.1728 0.5220 -3.7068 -0.04
H -3.1623 -4.4174 -0.0903 0.07
H -1.1496 -2.4078 -1.9475 0.11
H 3.2975 -0.4426 -2.2253 0.09
H -2.8594 -3.5195 2.1438 0.13
C -3.5762 -1.8077 -2.2784 0.01
H -2.9606 -1.7344 -3.1748 0.07
C 1.9609 2.8133 -4.1154 -0.17
H -1.6016 -4.9793 0.2585 0.08
F 1.4381 -1.5584 -0.3716 -0.38
N -1.7223 -1.6228 -0.4795 -0.04
H 1.1819 -0.9526 -2.4112 0.11
C -2.6984 -2.5779 1.6189 -0.12
H 2.5594 -1.7521 3.3645 0.08
Be -0.0560 -0.1728 -0.2154 0.26
H -4.7567 -1.9102 1.8135 0.11
H 3.1503 3.3761 -2.4927 0.13
H 3.8150 0.3126 2.4261 0.08
H -0.0595 -2.1631 1.7230 0.01
C 3.2836 1.0747 1.8561 -0.04
H 1.1868 -1.1831 -4.0517 0.08
H 1.5344 3.4670 -2.1122 0.11
C 2.2829 1.5092 -0.5043 -0.04
H 1.9962 -0.0197 -5.0158 0.07

***

111
Properties=species:S:1:pos:R:3:lowdin_charge:R:1 method="wB97M-V/def2-TZVPD" total_energy_ha=-63331.06074 charge=0 homo_lumo_gap_ev=8.69 multiplicity=1
H 3.5157 1.9501 3.9720 -0.19
Br 5.4241 -6.8311 5.2254 0.62
H -3.7159 4.3725 -6.9898 0.06
C -4.1894 1.4495 -2.0159 -0.73
C -3.6124 0.4652 -3.0060 -0.73
C -1.9086 9.4617 -3.4696 -0.73
Br -2.0438 -2.9802 -0.9199 0.63
H -3.4412 -0.5282 -2.5813 -0.05
C 0.6963 0.1850 -1.1748 -0.11
C 4.4112 -8.0418 6.3707 -0.68
H 3.0058 0.3237 -0.0484 0.12
H -5.2374 1.2169 -1.8065 -0.08
H 4.4477 -5.4989 7.8193 -0.01
Br 1.6954 -3.2392 -0.3344 0.66
C 4.6089 -9.4809 5.9558 -0.68
C -2.8968 -4.3108 -2.0624 -0.68
O 0.1077 -0.6753 1.2343 -0.18
Br 5.1579 -2.0124 5.8561 0.63
C -7.8772 7.7274 -3.9267 -0.71
C 1.0288 -4.8713 4.5104 -0.65
H 0.9572 -5.9468 2.6443 0.06
H 4.2360 -10.1599 6.7278 0.06
H 3.3669 -7.7185 6.3327 0.02
C -8.0074 3.7986 -2.2441 -0.66
C 6.2503 -0.9432 -4.3375 -0.72
Br -3.4577 10.4432 -2.8061 0.60
H -9.6939 8.4166 -4.9340 0.05
H 6.2540 -6.4954 9.4369 0.05
H 3.7884 -4.5325 -0.1016 0.01
H -7.7531 3.9675 -0.0769 0.06
H -0.8817 11.3380 -3.9333 0.05
H 0.2920 1.4789 0.6929 0.15
Br 3.3166 -5.2329 2.8209 0.61
H 1.7771 -6.8490 3.9450 0.04
H 8.1561 -0.4514 -5.2946 0.05
Br -1.8215 10.5627 -6.1154 0.59
Br -2.2901 5.9306 -3.7821 0.67
H 6.7077 -0.1503 -6.2886 0.06
H 1.3990 0.9782 -1.7054 0.10
H 6.8356 -6.0177 7.8209 0.03
H -2.2891 8.5751 -3.9851 -0.04
Br -10.4837 6.7353 -3.2622 0.62
H -2.1697 -5.1240 -2.1431 0.06
H 1.5114 -1.0182 6.5372 0.07
H 5.6503 -9.7292 5.7324 0.06
Br 7.1112 1.7572 -4.7695 0.60
H 3.5580 -1.6621 7.7068 0.06
H -0.4376 0.3303 -1.4567 0.00
C 7.1119 -0.1274 -5.2726 -0.70
Br -7.2347 1.5797 -0.6012 0.71
H 6.0672 -1.9388 -4.7517 0.04
C 6.3856 -5.6548 8.7494 -0.72
Br -5.0324 6.3197 -6.2257 0.61
H -0.5784 -0.1912 1.7938 0.10
Br 3.5679 -9.9054 4.3619 0.61
Br -1.9016 1.0879 -3.7054 0.66
H -4.0268 4.2395 -4.3902 -0.01
H -8.1517 3.0256 -3.0045 0.06
Br 4.0794 -4.6132 10.0971 0.60
H -7.5373 6.8899 -3.3107 -0.02
C -3.1431 4.6000 -4.9246 -0.70
H 5.0838 -3.8188 -2.0468 0.05
H -4.2611 0.3740 -3.8820 0.04
C 2.3840 -1.2928 5.9378 -0.67
C 3.2445 -4.2207 -0.9979 -0.68
H -3.7805 -4.6713 -1.5280 0.05
C 1.6059 -5.8556 3.5203 -0.66
H 2.2389 -2.2983 5.5329 -0.02
H -0.0693 9.8636 -4.5186 0.06
Br -3.2886 1.3253 -0.2903 0.62
H -0.0191 -5.1039 4.7198 0.06
C 2.3871 0.4878 0.9488 -0.28
C -9.2348 7.5015 -4.5497 -0.68
H -2.3968 -3.1435 -3.8450 0.06
C -8.1539 3.2845 -0.8311 -0.65
C 5.1041 -4.9074 8.4638 -0.73
H 2.8641 -5.1073 -1.5133 0.06
Br -7.8780 9.3095 -2.7863 0.61
Br 1.9297 -4.9955 6.2360 0.67
H 4.2714 -2.3444 -1.4615 0.04
H 5.2659 -3.9268 8.0075 -0.01
H -3.4696 -4.5383 -4.1276 0.06
H 1.1068 -3.8306 4.1838 0.05
Br -6.2373 4.5627 -2.5376 0.71
H 3.9396 -0.1081 6.9213 0.06
Br -4.7861 -2.5911 -3.3635 0.69
H -4.1114 2.4902 -2.3425 0.00
H 2.6323 -0.4018 1.6718 0.07
H 1.1002 -0.8842 -1.4455 0.01
H -7.1286 7.9331 -4.6972 0.02
Br 7.1551 -1.2598 -2.6391 0.62
Br 3.3317 -3.1197 -3.6436 0.62
H -8.7057 4.6197 -2.4301 -0.01
H 5.2921 -0.4694 -4.1054 0.04
C 0.7870 0.4175 0.4658 -0.32
H 4.4565 3.2916 2.3707 -0.10
Br 7.7279 -4.4796 9.5373 0.61
H -2.4160 3.7868 -5.0052 0.02
H -1.3647 9.1499 -2.5734 0.06
C -3.4577 5.1703 -6.2877 -0.67
C -1.0397 10.3364 -4.3427 -0.69
H -2.6431 5.7673 -6.7072 0.06
C 4.1134 -3.3460 -1.8710 -0.70
Br 2.3669 -0.0619 4.4248 0.72
H -9.1716 6.7658 -5.3565 0.06
P 3.9571 1.9241 2.5708 0.75
C 3.6525 -1.1488 6.7455 -0.66
O 2.5620 1.8286 1.5332 -0.54
H -9.2029 3.0746 -0.6035 0.06
C -3.2114 -3.7405 -3.4255 -0.66
H 4.8025 -7.8736 7.3782 0.05

***

103
Properties=species:S:1:pos:R:3:lowdin_charge:R:1 method="wB97M-V/def2-TZVPD" total_energy_ha=-3696.13362 charge=0 homo_lumo_gap_ev=6.89 smiles="CCOCC[C@@]1(P(CC)CC)NC(=O)[C@](Cl)(P(O)Cl)[C@H]1F.CN(C)C=O.CN(C)C=O.CN(C)C=O.CN(C)C=O.CN(C)C=O" multiplicity=1
O -6.7061 -1.8038 -3.1542 0.00
H 5.9364 2.5398 0.8927 0.09
P 0.4429 2.3409 -2.7690 0.99
N -2.2293 -2.1683 -5.3499 -0.20
C -2.3766 1.1721 0.3470 -0.75
H -7.4706 -0.2885 0.2528 0.03
H 5.4524 1.3211 -1.5132 0.13
C 5.9426 5.2732 -2.4292 -0.33
O -3.5519 3.9467 0.6555 -0.38
C 0.5619 -1.4727 6.3716 -0.05
H -3.0462 3.5099 -4.0893 0.08
H 1.2713 -0.5262 -1.3802 0.14
H -1.5163 3.0498 -0.7108 0.08
H -0.5174 -1.9089 -4.2068 0.13
C -1.9840 3.8567 -3.6700 -0.18
C -9.3533 -1.6898 -2.2349 -0.05
F -0.4562 2.5319 1.1520 -0.14
H 8.2031 3.8744 -4.4701 0.09
C -2.1337 -0.0894 -0.6735 -0.27
H -3.6510 -0.7271 -5.8272 0.09
N -0.2882 -2.2153 5.4639 -0.21
H 5.0315 3.5639 -0.4628 0.06
H 6.0095 6.0972 -1.7001 0.13
C -0.1698 1.3718 -1.2448 -0.47
H 1.3598 -7.7888 9.9916 0.09
O 2.5387 -10.0183 8.8124 0.00
H 3.1248 -7.6621 10.1745 0.09
C 0.9522 4.6827 -0.9626 -0.18
H -9.4140 -1.1581 -3.1892 0.09
C -0.9285 2.6635 -4.0562 -0.42
C -2.4064 -3.5368 -4.9090 -0.06
C 0.9388 0.3012 -0.5977 -0.10
H 1.4524 4.7017 -3.2009 0.10
C -1.0830 -1.4860 4.4970 -0.09
H -2.6561 -1.2943 -7.1884 0.09
O -2.6834 -1.2880 -0.4476 -0.04
Cl -2.2473 0.9286 2.1820 0.60
C 2.3148 1.0245 -0.0758 -0.21
C -1.1830 -1.3845 -4.9118 -0.32
H 1.4501 4.2085 0.0106 0.07
H -6.1533 -0.9159 -1.4140 0.13
H -0.7951 -0.5780 -2.0711 0.12
H -1.6184 -3.8311 -4.2105 0.08
H 2.1838 -6.2452 9.6216 0.09
H 4.0889 2.8718 1.0711 0.07
O 4.8926 4.6738 -2.6211 -0.01
C 2.2663 -7.3347 9.5803 -0.05
H 2.5757 3.5907 -2.1560 0.07
H -9.2207 -2.7574 -2.4345 0.09
C 1.4369 3.9048 -2.3206 -0.40
H -3.9531 -2.3400 -6.5383 0.09
N -1.1963 0.3675 -1.8112 0.04
C -1.1157 2.1243 -0.1162 -0.25
C 2.5629 -9.1343 7.9659 -0.33
H -8.8839 -1.3540 0.4633 0.09
H -0.9922 -4.0556 4.8139 0.13
H -10.2742 -1.5330 -1.6666 0.09
H 3.3116 -6.1117 7.3387 0.09
H 1.5988 -1.7917 6.2294 0.09
H 2.6144 -7.2714 6.1786 0.08
H -1.6745 -2.1669 3.8789 0.09
H -1.5588 1.6714 -4.2419 0.06
H 8.6805 6.2587 -3.7030 0.09
H 9.1138 5.0899 -2.4220 0.09
H 0.4809 -0.2924 0.3215 0.14
N -8.2066 -1.2028 -1.4962 -0.21
H 6.9137 3.0149 -3.5772 0.09
H 6.4825 4.1782 -4.8521 0.10
C 4.6923 1.2718 -0.5939 -0.24
H 0.2633 -1.6945 7.4005 0.09
H 1.5382 -6.2390 7.1549 0.07
H -1.6740 4.8090 -4.2937 0.08
H -2.3777 -4.1964 -5.7812 0.09
O -0.9756 -0.2245 -5.2435 -0.02
C -6.9528 -1.3166 -2.0585 -0.32
N 2.4402 -7.7836 8.2143 -0.21
N 7.1386 5.0185 -3.0662 -0.20
Cl -5.4442 1.4535 1.3353 0.15
H -0.2063 4.7884 -0.8343 0.06
H 2.0510 2.1221 0.2324 0.10
C -0.3141 -3.5913 5.5486 -0.32
C 2.4791 -6.7969 7.1544 -0.06
H -3.1574 4.4170 -0.1554 0.05
H 2.7317 0.5001 0.9089 0.14
H -0.4263 2.9095 -5.1108 0.10
H -9.0780 0.2529 -0.2950 0.09
H 8.1560 6.5392 -2.0228 0.09
O 0.3304 -4.2676 6.3397 0.00
H 5.0388 0.3690 0.0727 0.12
C 4.9200 2.6424 0.2778 -0.11
H 0.4786 -0.3982 6.1873 0.09
C -8.4164 -0.6118 -0.1904 -0.07
C 7.1963 3.9591 -4.0523 -0.05
H -1.7563 -0.8088 5.0304 0.09
H 2.6905 -9.3660 6.8958 0.13
P -3.9092 2.3106 0.0695 0.67
H -2.0405 4.1258 -2.5327 0.04
C 8.3410 5.7749 -2.7825 -0.07
H 1.3938 5.7891 -1.0214 0.08
H -0.4144 -0.9066 3.8537 0.07
H -3.3774 -3.6266 -4.4134 0.09
C -3.1844 -1.6059 -6.2823 -0.05
O 3.3339 1.0983 -1.1350 -0.23